Entry 1:
Formula: C3H7FO2S
Source: the Open Molecules 2025 dataset
Level of theory: ωB97M-V/def2-TZVPD

XYZ file:
```
14
Properties=species:S:1:pos:R:3:forces:R:3
O 2.588 3.204 0.426 2.1 0.5 1.1
O -0.095 1.469 1.440 0.3 2.0 0.1
F 0.393 4.279 -0.049 0.8 -1.0 0.0
C 1.093 -0.175 0.144 -1.0 -2.3 4.0
H 2.017 -0.071 0.743 -0.8 0.2 0.1
H -0.792 -0.211 1.446 -0.4 -2.0 1.4
C -1.190 0.507 -0.452 -3.2 2.2 -0.3
H 1.245 0.203 -0.766 0.6 2.2 -3.6
S 1.349 2.939 -0.183 -3.2 0.3 -0.7
C -0.300 0.353 0.716 3.4 -0.6 -1.7
H -1.353 -0.317 -1.187 0.5 0.5 0.9
H -2.243 0.817 0.012 2.0 -0.5 -1.4
H 1.010 -1.223 -0.101 -0.1 -0.7 0.2
H -0.766 1.416 -0.959 -0.8 -0.8 -0.1
```
Positions in Å, forces in eV/Å.

- energy above the lowest of the compared OMol25 structures with the same formula, charge and spin (kcal per mole) = 83.9
- strongest force on any atom (eV/Å) = 4.679
- electronic energy (a.u.) = -766.89545
- charge = 0
- HOMO energy (spin up / spin down) (eV) = -9.253 / -10.476
- Kohn-Sham gap (spin up / spin down) (eV) = 7.874 / 9.335

---

Entry 2:
Formula: C3H7FO3S
Source: the Open Molecules 2025 dataset
Level of theory: ωB97M-V/def2-TZVPD

XYZ file:
```
15
Properties=species:S:1:pos:R:3:forces:R:3
H 2.723 -0.744 -1.439 -1.7 -0.5 1.4
C -1.123 0.782 -0.320 -1.8 -1.1 -3.9
H -1.383 0.737 -1.466 -0.4 0.9 2.2
C -2.313 0.333 0.525 -0.9 0.1 0.9
H -3.157 1.198 0.476 1.9 -2.3 0.5
F -2.925 -0.910 0.002 1.2 2.4 0.6
O 1.372 1.457 -0.189 1.1 -4.0 1.6
H -0.610 1.758 -0.157 -0.7 -1.0 0.5
S 1.175 0.029 0.305 -2.3 4.9 -0.1
O 0.981 -0.174 1.736 1.0 -0.1 -1.8
O -0.223 -0.337 -0.413 2.0 -0.5 1.1
H -1.895 0.020 1.584 -1.3 0.9 -2.0
C 2.266 -1.091 -0.434 3.9 1.7 -0.6
H 3.219 -0.980 0.201 -1.5 -0.5 -0.4
H 1.893 -2.078 -0.410 -0.4 -1.0 0.0
```
Positions in Å, forces in eV/Å.

- energy above the lowest of the compared OMol25 structures with the same formula, charge and spin (kcal per mole) = 4.7
- strongest force on any atom (eV/Å) = 5.438
- electronic energy (a.u.) = -842.19469
- SMILES = CS(=O)(=O)OCCF
- charge = 0
- HOMO energy (eV) = -10.799
- Kohn-Sham gap (eV) = 11.309

---

Entry 3:
Formula: C3H7FS
Source: the Open Molecules 2025 dataset
Level of theory: ωB97M-V/def2-TZVPD

XYZ file:
```
12
Properties=species:S:1:pos:R:3:forces:R:3
H 0.701 -0.931 -1.190 -0.4 0.6 2.7
H 0.020 -1.115 2.397 -2.3 -2.9 -2.2
C 0.611 1.094 -0.845 -1.1 4.1 -0.3
F 1.634 -0.819 0.749 -2.6 1.8 -1.7
H -1.195 0.398 0.998 0.9 -2.0 -0.8
C 0.526 -0.298 -0.171 3.2 -2.1 -4.1
H 1.190 1.727 -1.814 -0.8 -3.4 2.5
H 0.629 2.066 -0.146 -0.6 -2.5 -0.9
H -0.455 0.873 -1.229 1.4 1.8 0.0
C -0.890 -0.554 0.333 -1.4 3.4 1.7
S -0.986 -2.053 1.260 2.1 2.0 3.3
H -1.785 -0.388 -0.343 1.6 -0.9 -0.3
```
Positions in Å, forces in eV/Å.

- energy above the lowest of the compared OMol25 structures with the same formula, charge and spin (kcal per mole) = 100.8
- strongest force on any atom (eV/Å) = 5.595
- electronic energy (a.u.) = -616.38214
- charge = 0
- HOMO energy (eV) = -9.207
- Kohn-Sham gap (eV) = 9.105

---

Entry 4:
Formula: C3H7FS
Source: the Open Molecules 2025 dataset
Level of theory: ωB97M-V/def2-TZVPD

XYZ file:
```
12
Properties=species:S:1:pos:R:3:forces:R:3
C -0.228 -0.333 -0.182 -3.3 -0.5 -4.4
H -2.523 -0.444 -0.396 2.5 0.3 2.5
F 1.307 -1.797 0.989 -1.3 3.7 0.0
H -1.906 0.783 0.853 0.5 0.6 -0.3
H 1.950 0.330 0.482 -3.8 -2.1 0.6
C -1.616 -0.155 0.402 -1.5 -3.9 2.2
H 0.240 1.935 0.043 -0.5 -0.5 -1.3
C 0.815 -0.269 0.747 5.7 -0.1 4.5
S -0.126 1.254 -1.131 1.2 0.6 0.1
H 0.316 0.267 1.757 2.0 -1.8 -2.1
H -1.392 -0.848 1.446 -2.0 1.0 -2.7
H -0.257 -1.378 -0.784 0.5 2.8 0.9
```
Positions in Å, forces in eV/Å.

- energy above the lowest of the compared OMol25 structures with the same formula, charge and spin (kcal per mole) = 80.4
- strongest force on any atom (eV/Å) = 7.298
- electronic energy (a.u.) = -616.41470
- SMILES = C[C@@H](S)CF
- charge = 0
- HOMO energy (eV) = -9.236
- Kohn-Sham gap (eV) = 9.863

---

Entry 5:
Formula: C3H7GaO3
Source: the Open Molecules 2025 dataset
Level of theory: ωB97M-V/def2-TZVPD

XYZ file:
```
14
Properties=species:S:1:pos:R:3:forces:R:3
H 0.345 -2.403 0.070 0.2 0.1 -0.1
C -0.558 1.475 -0.574 -1.1 -1.6 -1.5
O 0.466 2.089 0.136 1.9 0.5 1.1
H -1.382 2.176 -0.805 0.5 0.2 0.4
H 0.331 -1.200 -1.208 1.0 0.7 0.0
H -0.200 1.091 -1.552 0.0 0.4 0.3
C 0.597 -1.359 -0.157 -2.4 -1.4 1.0
O -0.149 -0.542 0.761 0.1 0.9 -0.3
H -1.871 -0.276 -0.385 0.2 0.2 0.1
Ga 1.491 0.788 0.861 -1.6 0.0 -0.5
O 1.878 -1.082 0.381 2.0 -1.8 1.2
H 1.933 -1.783 1.153 0.7 1.7 -1.6
C -1.177 0.325 0.217 -1.5 0.2 0.1
H -1.704 0.701 1.102 0.1 -0.2 -0.2
```
Positions in Å, forces in eV/Å.

- energy above the lowest of the compared OMol25 structures with the same formula, charge and spin (kcal per mole) = 14.9
- strongest force on any atom (eV/Å) = 2.935
- electronic energy (a.u.) = -2268.18483
- charge = +2
- HOMO energy (eV) = -20.486
- Kohn-Sham gap (eV) = 7.153

---

Entry 6:
Formula: C3H7I
Source: the Open Molecules 2025 dataset
Level of theory: ωB97M-V/def2-TZVPD

XYZ file:
```
11
Properties=species:S:1:pos:R:3:forces:R:3
C 0.900 0.863 0.899 1.2 0.8 -0.3
H 1.454 0.033 0.430 -0.4 0.5 0.4
H -0.086 -1.545 0.298 -0.1 0.0 -0.7
C -0.242 -1.183 -0.725 -0.4 -0.1 -0.6
H -1.555 0.383 -0.164 0.1 -0.3 -0.6
C -1.036 -0.141 -0.975 -0.1 -0.5 -0.5
I -0.562 0.113 2.222 0.2 0.4 1.0
H 0.425 1.463 0.105 0.2 -0.4 0.6
H -1.191 0.221 -1.997 0.1 -0.2 0.4
H 0.278 -1.707 -1.535 -0.2 0.2 0.3
H 1.616 1.502 1.442 -0.5 -0.3 0.0
```
Positions in Å, forces in eV/Å.

- energy above the lowest of the compared OMol25 structures with the same formula, charge and spin (kcal per mole) = 24.0
- strongest force on any atom (eV/Å) = 1.530
- electronic energy (a.u.) = -416.13328
- SMILES = C=C.CI
- charge = 0
- HOMO energy (eV) = -9.395
- Kohn-Sham gap (eV) = 9.890

---

Entry 7:
Formula: C3H7I
Source: the Open Molecules 2025 dataset
Level of theory: ωB97M-V/def2-TZVPD

XYZ file:
```
11
Properties=species:S:1:pos:R:3:forces:R:3
H -1.014 -0.162 1.461 1.3 1.2 -0.6
H -1.618 0.816 -1.158 -1.6 0.1 -0.2
I 2.000 -2.419 0.860 0.0 -0.2 0.0
H -1.420 1.357 0.641 0.8 -0.2 1.3
C 0.170 0.573 -0.300 1.6 -0.5 1.9
H 1.269 0.463 -0.283 -0.8 -0.2 -0.4
H 1.941 -3.646 -0.183 0.0 0.1 0.1
C -0.618 0.566 -1.321 1.6 -0.5 -4.4
C -0.519 0.774 0.998 -3.3 -1.2 -0.9
H -0.249 0.378 -2.386 -0.7 0.3 1.6
H 0.058 1.301 1.671 0.9 1.1 1.8
```
Positions in Å, forces in eV/Å.

- energy above the lowest of the compared OMol25 structures with the same formula, charge and spin (kcal per mole) = 24.1
- strongest force on any atom (eV/Å) = 4.733
- electronic energy (a.u.) = -416.13323
- SMILES = C=CC.I
- charge = 0
- HOMO energy (eV) = -9.514
- Kohn-Sham gap (eV) = 10.080

---

Entry 8:
Formula: C3H7IN2Si
Source: the Open Molecules 2025 dataset
Level of theory: ωB97M-V/def2-TZVPD

XYZ file:
```
14
Properties=species:S:1:pos:R:3:forces:R:3
N -0.244 0.307 -1.443 0.7 -0.8 -0.6
N -0.274 0.793 1.220 0.9 -2.0 -1.6
H 0.991 -3.094 -0.769 0.0 1.1 -0.5
H 1.425 -2.757 0.825 -1.4 1.0 -0.6
H -0.998 0.473 1.863 0.3 -0.1 -0.3
H -0.346 -2.889 0.259 0.7 0.6 0.3
C 0.650 -2.426 0.044 -0.1 -1.4 0.8
C -0.732 1.832 0.339 -1.9 2.6 -0.2
H -1.344 1.894 -1.777 -0.9 1.7 -1.6
H -1.866 2.241 0.287 2.0 -1.1 1.4
C -0.728 1.427 -1.095 1.4 -2.4 1.3
Si 0.598 -0.540 -0.174 -0.7 1.6 2.1
I 3.017 -0.051 -0.109 -0.3 0.2 -0.1
H -0.148 2.789 0.528 -0.5 -0.9 -0.5
```
Positions in Å, forces in eV/Å.

- energy above the lowest of the compared OMol25 structures with the same formula, charge and spin (kcal per mole) = 31.6
- strongest force on any atom (eV/Å) = 3.183
- electronic energy (a.u.) = -815.21994
- SMILES = C[Si@@]1(I)N=CCN1
- charge = 0
- HOMO energy (eV) = -9.112
- Kohn-Sham gap (eV) = 9.723

---

Entry 9:
Formula: C3H7IN3O
Source: the Open Molecules 2025 dataset
Level of theory: ωB97M-V/def2-TZVPD

XYZ file:
```
15
Properties=species:S:1:pos:R:3:forces:R:3
H -5.474 0.796 -0.945 -0.1 0.1 -0.3
C 1.291 1.095 0.125 3.1 1.6 0.4
O -0.172 -2.001 0.095 -3.1 -1.5 -0.9
H 3.408 -0.432 0.396 2.4 1.8 -0.1
C 1.450 -0.288 0.293 -0.6 1.0 0.0
H 2.005 1.907 0.155 0.5 -0.4 0.2
H 2.809 -1.805 1.022 -1.1 1.3 -1.0
H -0.431 2.278 -0.473 0.7 1.4 0.1
I -4.420 0.111 0.032 0.1 -0.2 0.3
H -1.638 0.410 -0.215 0.1 0.1 -0.1
N -0.636 0.357 -0.406 0.8 -3.3 1.4
H -1.117 -2.171 -0.290 2.4 0.4 1.0
N 0.122 1.478 -0.270 -2.9 -2.4 -0.4
C 0.177 -0.758 0.086 -1.4 2.9 -1.8
N 2.628 -0.978 0.395 -1.0 -3.0 1.1
```
Positions in Å, forces in eV/Å.

- energy above the lowest of the compared OMol25 structures with the same formula, charge and spin (kcal per mole) = 0.0
- strongest force on any atom (eV/Å) = 3.788
- electronic energy (a.u.) = -655.41329
- charge = +1
- HOMO energy (eV) = -12.699
- Kohn-Sham gap (eV) = 9.262

---

Entry 10:
Formula: C3H7INO
Source: the Open Molecules 2025 dataset
Level of theory: ωB97M-V/def2-TZVPD

XYZ file:
```
13
Properties=species:S:1:pos:R:3:forces:R:3
I -3.003 0.123 0.114 1.4 0.3 -0.6
C 0.380 -1.073 0.730 2.0 0.8 -1.0
H 0.397 1.328 -1.193 1.1 1.4 -2.4
N 0.010 0.931 -0.405 -1.0 0.5 0.9
C -0.922 -0.130 -0.846 -3.9 -1.5 -4.0
C 1.060 0.351 0.443 -1.0 -2.6 -0.1
H -1.154 -0.349 -2.133 0.8 1.7 3.9
H 1.048 -1.909 0.621 0.6 -0.1 0.8
H -0.061 -0.987 1.724 -0.9 -0.5 -0.4
H -0.494 1.658 0.093 -0.3 0.2 0.0
O -0.409 -1.269 -0.454 0.7 -0.8 1.6
H 1.125 0.904 1.309 0.0 1.2 2.0
H 2.023 0.423 -0.002 0.5 -0.5 -0.8
```
Positions in Å, forces in eV/Å.

- energy above the lowest of the compared OMol25 structures with the same formula, charge and spin (kcal per mole) = 39.0
- strongest force on any atom (eV/Å) = 5.779
- electronic energy (a.u.) = -545.86367
- SMILES = I[C@H]1[NH2+]CCO1
- charge = +1
- HOMO energy (eV) = -13.793
- Kohn-Sham gap (eV) = 9.455

---

- strongest force on any atom of number 7 (C3H7I)?
  4.733 eV/Å